Entry from the Open Molecules 2025 dataset: a cluster of 4 separate species, C30H42F13N5O8P2 in total in a non-equilibrium geometry (wB97M-V/def2-TZVPD).

```
100
C30H42F13N5O8P2 wB97M-V/def2-TZVPD
N 5.91875 1.67925 0.23784
C 4.78541 0.94594 0.92154
C 3.51781 1.92716 1.00962
C 3.11524 2.63684 -0.37309
C 1.53302 2.96649 -0.35265
C 1.22125 4.55235 -0.18201
C -0.35479 4.77891 -0.37123
C -1.02522 5.12377 -1.74316
C -2.57202 5.29836 -1.92546
C -3.52418 5.16870 -0.68334
C -5.12134 5.32597 -0.76110
C -5.76194 4.00459 -0.11350
C -7.09815 3.48484 -0.81974
F -7.68968 4.63778 -1.46457
F -8.04956 3.07370 0.16006
C -6.86550 2.40621 -1.98685
F -5.87992 2.99268 -2.85767
F -8.05708 2.34308 -2.74305
C -6.30837 0.98610 -1.48674
F -4.99978 0.84936 -2.05913
F -6.08260 0.93324 -0.06438
C -7.25725 -0.26610 -1.81584
F -8.59200 -0.07071 -1.33008
F -7.41087 -0.39738 -3.23809
C -6.76759 -1.66241 -1.20126
F -7.30225 -1.71589 0.13146
F -5.37037 -1.79912 -1.07153
C -7.31240 -2.96696 -1.95238
F -6.74076 -3.17559 -3.23149
F -6.87979 -4.08370 -1.16695
F -8.72225 -3.03654 -1.95573
C -2.83424 4.87282 0.66251
C -1.30121 4.65852 0.84135
C -1.04034 4.34529 2.37682
O -0.01249 4.38552 3.07936
N -2.36265 4.00635 2.93330
P -2.81613 2.30112 3.01074
P -4.66921 2.06250 4.16562
O -4.68663 2.97599 5.41374
O -6.08817 2.40082 3.28651
O -4.74528 0.44916 4.77406
C -3.40359 4.71049 2.13583
O -4.46366 5.08357 2.67729
H 5.86567 2.64527 0.62037
H 5.69411 1.68450 -0.76637
H 4.54835 -0.05273 0.40123
H 5.10419 0.67122 1.99075
H 2.62614 1.31760 1.37851
H 3.72160 2.74240 1.80104
H 3.35061 1.90917 -1.22008
H 3.69063 3.61222 -0.57648
H 0.98789 2.38681 0.48547
H 1.02077 2.63002 -1.33387
H 1.63194 4.96213 0.79876
H 1.74624 5.12065 -1.04043
H -0.36830 5.25586 -2.66001
H -3.02945 5.54968 -2.93348
H -5.39464 6.20414 -0.08070
H -5.37378 5.49184 -1.86038
H -4.96455 3.17220 -0.22229
H -5.99458 4.10448 1.00409
H -3.17322 1.94673 1.66059
H -6.01402 2.15405 2.33774
H -5.51152 0.01509 4.33555
C 1.47277 -4.12837 0.30536
N 2.18616 -3.21720 1.17014
C 3.53207 -3.12108 1.36595
C 4.42298 -4.06487 0.60516
O 3.97771 -2.28420 2.14329
H 0.89596 -3.53994 -0.41239
H 0.78615 -4.71763 0.91832
H 2.14272 -4.79688 -0.23164
H 1.65352 -2.55288 1.71411
H 5.46433 -3.86867 0.86446
H 4.18719 -5.09810 0.87272
H 4.30031 -3.91457 -0.47272
C 3.50224 -5.45783 -5.67831
N 3.93871 -5.03760 -4.36470
C 3.17490 -4.75266 -3.27535
C 1.68104 -4.87845 -3.41347
O 3.70848 -4.40690 -2.22736
H 3.95333 -6.42838 -5.89586
H 3.85734 -4.72720 -6.40823
H 2.41937 -5.53979 -5.74745
H 4.92982 -4.93143 -4.19780
H 1.20585 -4.62044 -2.46793
H 1.31695 -4.19326 -4.18201
H 1.41349 -5.90677 -3.66601
C 7.79722 -4.35242 4.52252
N 7.33623 -3.67854 3.32913
C 8.04439 -3.37553 2.20568
C 9.49562 -3.77487 2.15845
O 7.49646 -2.79725 1.27924
H 7.19331 -5.25161 4.66435
H 7.64823 -3.68421 5.37364
H 8.84787 -4.62961 4.46111
H 6.36992 -3.37881 3.28681
H 9.92545 -3.46803 1.20517
H 10.04665 -3.28081 2.96171
H 9.58892 -4.85955 2.24727
```

Summary:
frontier orbital gap: 0.2697 Eh
spin multiplicity: 1
SMILES string: NCCCCCc1ccc(CCC(F)(F)C(F)(F)C(F)(F)C(F)(F)C(F)(F)C(F)(F)F)c2c1C(=O)N(PP(=O)(O)O)C2=O.CNC(C)=O.CNC(C)=O.CNC(C)=O
electronic energy: -4024.8441 a.u.
max |F|: 0.1188 hartree/bohr

Löwdin atomic charge list, values in e, 6 entries: number 1, N, carries -0.0397; number 2, C, carries -0.2724; number 3, C, carries -0.2143; number 4, C, carries -0.2093; number 5, C, carries -0.1966; number 6, C, carries -0.1603

Entry from the Open Molecules 2025 dataset: a structure of composition C30H42MgN6OSiTe (wB97M-V/def2-TZVPD).

```
82
C30H42MgN6OSiTe wB97M-V/def2-TZVPD
Mg 0.03427 1.24345 0.02183
C 3.12236 -0.44544 1.84245
N 2.64121 0.91252 1.76904
C 2.62336 1.54557 3.06796
C 3.38332 1.69839 0.79852
C 3.18682 1.23178 -0.63094
C 4.30995 1.01205 -1.42562
C 4.16701 0.64957 -2.76014
C 2.88843 0.52166 -3.28749
C 1.77750 0.73756 -2.47539
C 1.87658 1.08812 -1.12018
H 4.18823 -0.49856 2.14197
H 3.01824 -0.92550 0.86791
H 2.53120 -1.00125 2.57356
H 3.63896 1.65140 3.50026
H 2.01494 0.95918 3.75848
H 2.17108 2.53391 2.98562
H 4.46466 1.70733 1.04885
H 3.02630 2.73011 0.88544
H 5.30502 1.12578 -1.00041
H 5.04189 0.47368 -3.37789
H 2.75983 0.25230 -4.33259
H 0.78259 0.64253 -2.90431
C 0.33760 4.87112 2.93332
Si -0.62170 3.93509 1.55888
C -2.37259 4.61600 1.63212
C 0.22858 4.49041 -0.02939
N -0.38429 2.25648 1.77766
C -0.72349 1.54830 2.86374
C -1.26842 2.06154 4.07066
C -1.47769 1.27507 5.19149
C -1.18468 -0.08264 5.18131
C -0.72789 -0.64429 3.98988
C -0.54897 0.13783 2.87126
O -0.13990 -0.45143 1.65678
C -0.76720 -1.65602 1.38703
C 0.02239 -2.78159 1.22101
C -0.58381 -4.01580 1.01281
C -1.96769 -4.11107 0.96322
C -2.74256 -2.96281 1.09362
C -2.15008 -1.72811 1.30210
H -0.08468 5.86315 3.12712
H 1.37792 5.01417 2.62344
H 0.34743 4.32047 3.87682
H -2.38733 5.58310 1.11850
H -2.70026 4.78145 2.66334
H -3.06124 3.94569 1.11537
H 0.81391 5.39525 0.17131
H -0.50082 4.69715 -0.81332
H 0.90867 3.73651 -0.43691
H -1.52560 3.11231 4.10730
H -1.88416 1.73356 6.08731
H -1.33850 -0.69981 6.05733
H -0.54237 -1.71047 3.92056
H 1.09857 -2.67542 1.27335
H 0.02985 -4.90006 0.88683
H -2.44240 -5.06830 0.78611
H -3.81998 -3.02462 1.00535
H -2.73057 -0.81607 1.37473
Te -2.35327 1.65761 -1.26559
C -1.44902 -0.95532 -3.88328
N -0.78000 -1.62532 -2.77145
C 0.22189 -2.52903 -3.29801
N -0.36451 -3.55865 -4.18554
C -1.05511 -2.85277 -5.27187
N -2.08387 -1.93320 -4.79611
C -3.05022 -2.70192 -4.00794
N -2.42913 -3.40140 -2.87907
C -1.77474 -2.37944 -2.02997
C -1.38467 -4.27512 -3.40807
H -0.71769 -0.36888 -4.44535
H -2.19054 -0.26549 -3.47385
H 0.72467 -3.03627 -2.46932
H 0.96684 -1.95755 -3.85759
H -1.51656 -3.59585 -5.93232
H -0.31482 -2.28678 -5.84362
H -3.53145 -3.44092 -4.65913
H -3.80628 -2.01690 -3.62120
H -1.29184 -2.88197 -1.19375
H -2.52003 -1.67656 -1.65173
H -1.84594 -5.03128 -4.05338
H -0.89353 -4.77921 -2.57083
```

Summary:
frontier orbital gap: 0.1496 Eh
net charge: -2
spin multiplicity: 1
electronic energy: -2329.8422 a.u.
max |F|: 0.0128 hartree/bohr

Löwdin atomic charge list, values in e, 6 entries: number 1, Mg, carries 0.1758; number 2, C, carries -0.1058; number 3, N, carries -0.2641; number 4, C, carries -0.1029; number 5, C, carries -0.1928; number 6, C, carries -0.2806

Entry from the Open Molecules 2025 dataset: a structure of composition C30H42N4OP2Sr in a non-equilibrium geometry (wB97M-V/def2-TZVPD).

```
80
C30H42N4OP2Sr wB97M-V/def2-TZVPD
Sr -0.14258 0.90904 2.59143
C -0.67203 -4.81365 2.60645
C 0.15537 -3.79317 2.35324
C 0.27319 -2.97252 1.11829
C -0.94173 -1.98550 0.89829
C -2.40874 -2.33070 1.12137
C -2.86004 -3.58602 0.99423
C -1.97633 -4.64323 0.38481
C -1.34830 -5.52856 1.46351
C -2.49715 0.98991 4.12498
H -0.94880 -5.14828 3.62053
H 0.76177 -3.37421 3.12653
H 0.59818 -3.58460 0.25651
H 1.14883 -2.31293 1.37637
H -0.72188 -1.25185 1.68755
H -0.79091 -1.54190 -0.09433
H -3.01044 -1.45340 1.46909
H -3.90787 -3.88174 1.14715
H -1.31107 -4.17741 -0.37595
H -2.68001 -5.28579 -0.16646
H -2.17247 -6.08464 1.95352
H -0.71908 -6.29712 0.96308
H -2.13415 1.16723 5.15919
H -3.53363 0.51283 4.26921
H -2.58640 1.92416 3.50390
P -0.85843 2.28340 -1.48363
P 2.34273 1.51576 -0.72554
N -1.92279 1.36631 -2.49488
N -1.39393 3.94279 -2.14873
N 2.57228 0.08602 -1.76754
N 4.04484 2.05514 -0.81100
C 0.50681 2.10869 -2.66679
C 1.84426 2.56943 -2.11447
C -3.15010 0.83651 -2.05714
C -3.89992 0.52668 -3.18515
C -3.12325 0.88465 -4.33847
C -1.90726 1.38024 -3.89798
C -1.93397 4.94664 -1.34341
C -1.99815 6.14489 -2.08611
C -1.49714 5.85159 -3.39533
C -1.19317 4.48313 -3.41192
C 2.15664 -1.17253 -1.29982
C 2.12817 -2.05251 -2.36944
C 2.56300 -1.35219 -3.54100
C 2.80405 -0.03677 -3.14608
C 5.03353 1.77749 -1.75550
C 6.16724 2.56164 -1.48889
C 5.82152 3.42650 -0.39376
C 4.49985 3.14218 -0.04367
H 0.35757 2.78067 -3.51764
H 0.50781 1.05448 -2.98476
H 2.57153 2.50139 -2.92701
H 1.84132 3.61061 -1.75372
H -3.34032 0.71563 -0.99307
H -4.89784 0.10164 -3.16584
H -3.40873 0.83298 -5.37350
H -1.01619 1.67040 -4.45972
H -2.23148 4.72026 -0.31469
H -2.37743 7.07912 -1.71858
H -1.37438 6.53182 -4.20900
H -0.86266 3.88569 -4.23934
H 1.92306 -1.28006 -0.23580
H 1.84766 -3.11009 -2.29076
H 2.72857 -1.76476 -4.52786
H 3.10474 0.78976 -3.77338
H 4.85802 1.07384 -2.54627
H 7.11442 2.50999 -1.99973
H 6.45264 4.15573 0.08486
H 3.83391 3.60667 0.65818
C 0.46200 -1.33489 6.12066
C 0.18707 -1.96169 4.73512
C -1.25472 -2.31703 4.53508
O 0.41309 -0.97417 3.69008
H -0.36418 -0.64090 6.41374
H 1.41158 -0.78215 6.18213
H 0.49111 -2.14115 6.89399
H 0.75572 -2.91124 4.71798
H -1.84554 -1.55787 5.04794
H -1.53961 -2.26442 3.48272
H -1.52928 -3.31191 4.88198
```

Summary:
frontier orbital gap: 0.1953 Eh
spin multiplicity: 1
electronic energy: -2175.8032 a.u.
max |F|: 0.0732 hartree/bohr

Löwdin atomic charge list, values in e, 6 entries: number 1, Sr, carries 1.3145; number 2, C, carries -0.0936; number 3, C, carries -0.1299; number 4, C, carries -0.1875; number 5, C, carries -0.1976; number 6, C, carries -0.1054

Entry from the Open Molecules 2025 dataset: a structure of composition C30H42N4OP2Zn in a non-equilibrium geometry (wB97M-V/def2-TZVPD).

```
80
C30H42N4OP2Zn wB97M-V/def2-TZVPD
Zn 0.75400 -4.98195 1.11426
C 3.24391 -3.42204 0.47459
C 2.32890 -2.69428 1.12957
C 1.54231 -1.55227 0.55573
C 0.11729 -1.90904 0.08476
C -0.01310 -3.26741 -0.53682
C 0.87813 -3.80053 -1.40807
C 2.15264 -3.17945 -1.86780
C 3.40750 -3.48946 -1.00892
C -0.63717 -6.22851 0.52734
H 3.94410 -4.04732 1.04506
H 2.17156 -2.85745 2.20767
H 2.08802 -1.04384 -0.25091
H 1.42523 -0.80895 1.36247
H -0.55698 -1.85616 0.95318
H -0.22648 -1.12659 -0.61576
H -1.00424 -3.73200 -0.43911
H 0.64294 -4.76416 -1.87329
H 2.06265 -2.09627 -2.02233
H 2.36729 -3.61337 -2.86027
H 3.75296 -4.50521 -1.26267
H 4.20619 -2.80396 -1.34083
H -0.25360 -7.24448 0.62826
H -1.03309 -6.11449 -0.48052
H -1.45820 -6.10626 1.23569
P -2.76347 2.94657 -1.01860
P -0.56094 3.50129 1.01642
N -2.79837 2.43718 -2.69184
N -4.44214 3.49052 -1.02611
N 1.01257 3.48940 0.25039
N 0.01915 4.26043 2.48593
C -1.87737 4.58124 -1.21583
C -1.26049 4.99154 0.13049
C -2.12507 1.28912 -3.14141
C -2.05319 1.32434 -4.52189
C -2.66505 2.55589 -4.95390
C -3.08957 3.22074 -3.81353
C -5.43652 2.82687 -0.29254
C -6.59656 3.58320 -0.31485
C -6.32109 4.76972 -1.08296
C -5.00280 4.67217 -1.50796
C 1.73592 2.31763 -0.00203
C 2.85209 2.63037 -0.76158
C 2.81904 4.04561 -1.00963
C 1.68754 4.53581 -0.37485
C 0.86463 5.36474 2.65776
C 0.72759 5.84393 3.95258
C -0.26988 5.02912 4.60156
C -0.69743 4.09100 3.68381
H -2.53607 5.38383 -1.57957
H -1.09110 4.41487 -1.96712
H -0.53353 5.80581 -0.00916
H -2.03389 5.35074 0.82401
H -1.80548 0.55295 -2.42136
H -1.61155 0.57196 -5.16115
H -2.77548 2.90321 -5.97079
H -3.58981 4.17109 -3.70264
H -5.20121 1.89210 0.19425
H -7.52657 3.34365 0.17908
H -6.99053 5.59780 -1.26341
H -4.40778 5.36193 -2.09325
H 1.36336 1.37830 0.37539
H 3.59536 1.93597 -1.12990
H 3.50538 4.63535 -1.59914
H 1.30048 5.54278 -0.34281
H 1.50693 5.69858 1.85722
H 1.26221 6.67678 4.38563
H -0.62693 5.13785 5.61685
H -1.41722 3.29018 3.74808
C 3.66856 -7.10594 3.27433
C 3.05677 -6.73850 1.93007
C 2.55001 -7.94720 1.16258
O 2.10694 -5.74704 2.17716
H 2.89295 -7.56433 3.89962
H 4.04349 -6.21515 3.78833
H 4.48687 -7.81913 3.17168
H 3.85756 -6.28614 1.31602
H 1.75000 -8.43547 1.73322
H 2.17162 -7.67504 0.17048
H 3.36732 -8.66481 1.03558
```

Summary:
frontier orbital gap: 0.2946 Eh
spin multiplicity: 1
electronic energy: -3924.5242 a.u.
max |F|: 0.0487 hartree/bohr

Löwdin atomic charge list, values in e, 6 entries: number 1, Zn, carries 0.8014; number 2, C, carries -0.1112; number 3, C, carries -0.1427; number 4, C, carries -0.2021; number 5, C, carries -0.1824; number 6, C, carries -0.1835

Entry from the Open Molecules 2025 dataset: a cluster of 2 separate species, C30H43B2F5N3O4S2 in total in a non-equilibrium geometry (wB97M-V/def2-TZVPD).

```
89
C30H43B2F5N3O4S2 wB97M-V/def2-TZVPD
C -0.32277 -2.88639 1.98724
C 0.76421 -3.99409 1.95322
C 2.18420 -3.52102 1.55801
C 3.01078 -2.90472 2.70098
C 2.35254 -1.70214 3.41740
C 1.95649 -0.53401 2.48770
C 2.93920 0.67702 2.53974
C 3.24005 1.14421 1.08719
C 3.42011 2.68225 0.95809
C 3.37734 3.02411 -0.56675
C 1.92128 3.12931 -1.03564
C 1.68567 3.18416 -2.57103
C 2.56230 2.27402 -3.44365
N 2.13656 0.86845 -3.52154
C 2.03250 0.08700 -2.32959
O 2.94548 -0.45753 -1.76448
C 0.52622 0.07956 -2.06908
C -0.19877 -0.10466 -0.93591
C -1.58568 -0.03043 -1.01468
C -2.35453 -0.19328 0.29316
C -3.73960 -0.89331 0.18166
C -4.88152 0.14449 0.22447
S -5.04234 0.93447 1.83261
C -4.81102 2.64547 1.56163
S -4.42054 3.36545 0.15998
N -4.96410 3.44274 2.72775
C -5.91039 4.41935 2.89058
C -5.66713 4.92096 4.12920
N -4.60155 4.27465 4.71523
C -4.18924 3.40502 3.84882
C -2.16408 0.18207 -2.23811
F -3.50870 0.23271 -2.34579
C -1.45231 0.36840 -3.41423
B -2.11466 0.60983 -4.83170
O -1.70194 1.61291 -5.67717
O -3.12422 -0.24309 -5.25737
C -2.70933 -1.60448 -5.35431
C -3.45710 -2.51722 -4.36067
C -0.09137 0.33394 -3.29403
C 1.02359 0.52924 -4.32896
O 1.01932 0.44622 -5.53433
H -1.24348 -3.29989 1.55475
H -0.54414 -2.64987 3.03311
H -0.05927 -1.99982 1.41165
H 0.45579 -4.69969 1.16824
H 0.77181 -4.58171 2.87828
H 2.73842 -4.37148 1.14573
H 2.05052 -2.83209 0.70766
H 3.13044 -3.69358 3.45029
H 3.99272 -2.61721 2.31085
H 1.48579 -2.09965 3.96012
H 3.06800 -1.32782 4.15763
H 0.96858 -0.14476 2.78712
H 1.82457 -0.89740 1.46509
H 2.57476 1.47625 3.18956
H 3.88359 0.29059 2.94196
H 2.38285 0.89236 0.46083
H 4.17915 0.69582 0.75938
H 4.42977 2.95119 1.28976
H 2.65658 3.23251 1.51672
H 3.95991 2.24019 -1.06265
H 3.91048 3.96997 -0.73394
H 1.29208 2.36618 -0.56371
H 1.54403 4.08376 -0.64100
H 1.81399 4.22592 -2.88897
H 0.62348 2.96157 -2.74053
H 2.49196 2.66300 -4.46718
H 3.62410 2.29119 -3.19114
H 0.30842 -0.27171 0.00941
H -2.49705 0.81426 0.71249
H -1.70592 -0.73440 0.98627
H -3.84438 -1.52399 1.07094
H -3.75025 -1.47029 -0.74266
H -5.80429 -0.34187 -0.10616
H -4.66397 0.92817 -0.50762
H -6.68750 4.73139 2.21351
H -6.17732 5.71197 4.65850
H -3.36315 2.71871 3.96922
H -1.31571 1.20382 -6.46248
H -2.92019 -1.99581 -6.35555
H -1.63120 -1.74118 -5.19073
H -4.38503 -2.88266 -4.81135
H -3.66872 -1.98872 -3.42864
H -2.86379 -3.40614 -4.11876
B 6.17777 -5.26418 3.76725
F 7.39505 -5.08928 3.07787
F 6.34390 -6.22571 4.78528
F 5.78259 -4.03157 4.34496
F 5.17935 -5.69796 2.86305
```

Summary:
frontier orbital gap: 0.2973 Eh
net charge: -1
spin multiplicity: 1
electronic energy: -2979.9532 a.u.
max |F|: 0.0420 hartree/bohr

Löwdin atomic charge list, values in e, 6 entries: number 1, C, carries -0.1161; number 2, C, carries -0.2360; number 3, C, carries -0.2086; number 4, C, carries -0.1863; number 5, C, carries -0.1936; number 6, C, carries -0.2115